Below is a molecular structure, C36H102F9N8O10P at a distorted geometry, with properties calculated with ωB97M-V with the def2-TZVPD basis set.

Properties
Total charge = +6
Maximum force = 7.26 eV/A

Geometry (Å):
C: -31.1192 -1.7586 16.4716
C: -32.0787 -2.0039 17.6193
C: -31.4865 -2.0408 19.0142
O: -32.5938 -2.3113 19.8525
C: -32.3435 -1.8511 21.2004
N: -33.1937 -0.8823 17.6633
H: -32.7780 -0.0082 17.8571
H: -33.7406 -0.8880 16.8215
H: -33.7649 -1.1008 18.4687
H: -30.6345 -0.8130 16.5207
H: -31.6189 -1.7797 15.4837
H: -30.3967 -2.6028 16.3639
H: -32.7164 -2.9369 17.5554
H: -30.9764 -1.1177 19.3090
H: -30.7070 -2.7768 19.0906
H: -31.3558 -2.1850 21.5314
H: -33.1502 -2.2076 21.8135
H: -32.2165 -0.7875 21.1184
C: -28.1501 -8.7583 14.7335
C: -26.9766 -9.0750 14.0168
C: -26.8595 -14.2657 13.1585
O: -26.3616 -13.3016 12.5445
C: -24.9408 -13.3016 11.9143
N: -26.6823 -8.8469 12.7828
H: -22.1877 -9.3804 4.8616
H: -25.8214 -9.0976 12.2373
H: -27.2863 -8.1846 12.2291
H: -28.8165 -8.2359 13.9969
H: -27.7177 -8.0502 15.4766
H: -28.5225 -9.6330 15.2146
H: -26.3128 -9.6856 14.6577
H: -26.4225 -15.3002 13.3752
H: -28.0128 -14.2019 13.4716
H: -25.2078 -12.2447 11.6062
H: -24.9490 -13.9188 11.0093
H: -24.2541 -13.3832 12.8272
C: -17.7890 -7.0325 -3.0432
C: -17.0831 -6.8678 -1.6759
C: -17.2393 -7.9293 -0.6245
O: -16.1027 -7.6939 0.2360
C: -16.0023 -8.0686 1.5513
N: -15.5350 -6.6440 -1.8585
H: -15.2213 -5.6324 -1.8574
H: -15.1301 -7.0023 -0.9880
H: -15.2441 -7.0634 -2.6939
H: -18.7239 -6.5022 -2.8958
H: -17.9677 -8.0624 -3.2904
H: -17.2645 -6.4294 -3.7945
H: -17.4244 -5.9297 -1.2213
H: -17.1827 -8.9231 -1.0775
H: -18.1821 -7.9331 -0.0688
H: -16.5259 -7.3288 2.2187
H: -14.8560 -8.0059 1.7260
H: -16.3345 -9.1435 1.7807
C: -10.0298 -6.3481 15.0492
C: -9.2691 -7.6534 14.2648
C: -9.7597 -8.3402 15.2963
O: -8.8009 -10.5875 14.8403
C: -8.9826 -11.3603 15.6800
N: -9.6631 -7.7160 12.8242
H: -9.2061 -8.5502 12.3841
H: -10.6769 -7.7928 12.6011
H: -9.1695 -6.9299 12.3942
H: -9.5296 -6.0910 15.9323
H: -11.1171 -6.3546 15.0826
H: -9.6074 -5.6559 14.3153
H: -8.1940 -7.5843 14.2660
H: -10.7425 -8.5884 15.5104
H: -9.2901 -8.4360 16.2430
H: -9.0827 -11.1740 16.7441
H: -4.4606 -12.2985 15.1312
H: -9.4175 -12.3977 15.1838
C: -17.9028 2.2605 9.3474
C: -16.5807 2.8265 9.4730
C: -16.4651 4.2978 9.2116
O: -15.2211 4.6936 9.6801
C: -14.9910 6.1026 9.4553
N: -15.9488 2.5196 10.8216
H: -16.5977 2.7933 11.6024
H: -15.6301 1.5229 10.8975
H: -15.1471 3.0901 10.9144
H: -18.0648 1.9209 8.3386
H: -18.7306 2.9508 9.5902
H: -18.0164 1.3476 9.9764
H: -15.9110 2.2792 8.7731
H: -17.2835 4.9217 9.6215
H: -16.5235 4.4663 8.1774
H: -15.8018 6.7331 9.5081
H: -14.5382 6.2802 8.4643
H: -14.2061 6.4570 10.1478
C: -35.0533 4.1918 4.2078
C: -36.0658 3.3093 4.8974
C: -35.5225 3.1068 6.2923
O: -36.5367 2.5906 7.1244
C: -36.0849 2.1389 8.4036
N: -37.3492 4.0724 5.0847
H: -37.8109 3.6593 5.8938
H: -37.3167 5.0626 5.3644
H: -38.0348 3.9623 4.3004
H: -34.0862 3.6924 4.1098
H: -34.8731 5.0867 4.7193
H: -35.5043 4.5070 3.2343
H: -36.3248 2.3660 4.4817
H: -35.2635 4.1279 6.6838
H: -34.6388 2.4645 6.2750
H: -35.6374 3.0374 8.9198
H: -35.3473 1.2899 8.3011
H: -36.9346 1.6737 8.9536
C: -24.5599 2.0993 8.4107
C: -25.4699 2.5980 7.2568
C: -25.8070 4.0543 7.2554
O: -24.6034 4.7756 7.4287
C: -24.8988 6.1285 7.7867
N: -24.7551 2.2734 6.0047
H: -24.9131 3.0213 5.2770
H: -23.7300 2.1521 6.1987
H: -25.0868 1.3962 5.5833
H: -23.5721 2.4847 8.1913
H: -24.6094 1.0203 8.4760
H: -24.8493 2.4449 9.3729
H: -26.4580 2.0280 7.2643
H: -26.4956 4.2647 8.0766
H: -26.3439 4.3684 6.3032
H: -25.4224 6.1832 8.7663
H: -25.5984 6.6241 7.0929
H: -23.9218 6.5848 7.9612
C: -31.8981 -2.7597 4.8962
C: -30.8155 -3.2218 5.8558
C: -30.6242 -4.8005 5.6718
O: -29.2847 -5.0059 6.0597
C: -28.4679 -5.9922 5.5003
N: -29.5116 -2.6513 5.4878
H: -29.5818 -2.1171 4.6142
H: -29.1472 -1.9361 6.1137
H: -28.8849 -3.3936 5.4865
H: -31.8325 -1.6337 4.8714
H: -32.9230 -3.0131 5.2594
H: -31.7232 -3.1836 3.9097
H: -30.9784 -2.9325 6.8672
H: -30.6942 -4.9503 4.5885
H: -31.3537 -5.3749 6.2669
H: -27.6394 -5.4189 5.0785
H: -28.8658 -6.5452 4.6622
H: -28.2277 -6.7404 6.2545
P: -26.1554 -1.7808 5.8172
F: -25.6028 -0.1622 5.7825
F: -25.5736 -2.0499 4.3789
F: -24.7078 -2.1655 6.5237
F: -26.7096 -3.1994 6.0278
F: -26.7052 -1.3382 7.2392
F: -27.4905 -1.1919 5.0450
C: -21.1569 -7.9777 4.7490
O: -20.0772 -7.3006 4.9559
O: -21.3054 -9.2632 5.1944
C: -25.5316 -4.1232 11.5461
F: -26.6890 -4.4349 12.2235
F: -25.2395 -2.9307 11.9239
F: -25.9182 -4.1209 10.3263
C: -20.1355 -5.8143 4.8828
C: -20.2594 -5.0535 6.0843
H: -21.2055 -5.1046 6.6182
H: -19.4166 -5.3758 6.7345
H: -20.1458 -3.9071 5.8148
H: -20.7747 -5.5267 4.0927
H: -19.1255 -5.5287 4.5320
H: -22.0265 -7.5150 4.2506

Atoms 1-6, force components in eV/Å:
C -0.64 -1.59 -1.10
C -1.07 -0.41 0.06
C -0.70 0.40 0.08
O 0.43 0.09 0.20
C 0.91 -0.30 -1.01
N 1.03 -2.09 0.22



Below is a molecular structure, C36H103FeN5O17P at a distorted geometry, with properties calculated with ωB97M-V with the def2-TZVPD basis set.

Properties
Maximum force = 8.09 eV/A
Expectation value of S² = 8.76
2S+1 = 6

Geometry (Å):
Fe: 0.3173 0.7682 -0.2850
P: -0.7864 -1.2746 -0.0486
O: 0.6246 -0.9300 0.5076
O: -1.5493 -2.6331 0.0751
O: -0.3199 -0.6695 -1.3585
O: -1.2533 0.0924 0.4021
C: -5.2574 -3.9714 -2.4142
C: -4.2993 -3.8726 -1.2104
O: -3.8863 -2.4903 -0.9052
H: -5.4832 -5.0016 -2.6896
H: -4.8250 -3.4595 -3.2739
H: -6.1872 -3.4754 -2.1360
H: -3.3620 -4.3991 -1.3900
H: -4.7265 -4.3355 -0.3209
H: -3.0522 -2.5802 -0.4385
C: -2.5002 3.0893 4.6811
C: -2.7424 1.8323 3.8133
O: -1.5699 1.6604 3.0037
H: -2.1950 3.9608 4.1020
H: -1.5959 2.9689 5.2777
H: -3.3544 3.3381 5.3108
H: -3.6768 1.9873 3.2739
H: -2.9413 0.9328 4.3959
H: -1.5768 0.7821 2.6161
C: 5.9304 1.6764 -1.2553
C: 5.5087 2.9480 -0.4597
O: 4.1534 3.1375 -0.2852
H: 7.0120 1.6285 -1.1290
H: 5.6144 1.8964 -2.2751
H: 5.5297 0.7975 -0.7503
H: 5.9356 3.7354 -1.0810
H: 6.0068 3.0115 0.5077
H: 4.1117 3.9687 0.1932
C: 1.8797 2.4195 6.6854
C: 1.1009 1.4995 5.7076
O: 1.8642 0.4871 5.1251
H: 1.1665 3.1971 6.9587
H: 2.8282 2.7732 6.2813
H: 2.0120 1.9692 7.6692
H: 0.5747 2.1027 4.9678
H: 0.2871 1.0507 6.2772
H: 1.3562 -0.0141 4.4830
C: -2.7505 -2.6058 -4.9878
C: -1.6691 -2.4749 -3.8927
O: -1.4013 -1.1109 -3.6101
H: -2.5020 -2.0362 -5.8833
H: -3.7177 -2.1797 -4.7212
H: -2.9108 -3.6495 -5.2583
H: -0.7497 -2.9739 -4.1989
H: -2.0375 -2.9928 -3.0072
H: -1.0558 -1.0343 -2.7177
C: 0.2220 -2.3106 5.1243
C: 0.0745 -2.1858 3.6721
O: 0.6774 -1.0006 3.3001
H: 1.2605 -2.2259 5.4445
H: -0.1318 -3.2786 5.4790
H: -0.2773 -1.5132 5.6748
H: -0.9514 -2.3681 3.3520
H: 0.6633 -3.0079 3.2652
H: 0.6780 -1.0249 2.3404
C: 3.5140 -1.6503 -5.2053
C: 2.4709 -1.2242 -4.1445
O: 3.2725 -0.9106 -3.0142
H: 3.7875 -2.6956 -5.0615
H: 4.4191 -1.0533 -5.0935
H: 3.2218 -1.4506 -6.2363
H: 1.7543 -2.0321 -3.9969
H: 1.8873 -0.3418 -4.4072
H: 2.9890 -1.3982 -2.2374
C: -0.0357 -6.2467 -2.6075
C: -0.5063 -5.4593 -1.3428
O: -0.2409 -4.0948 -1.5841
H: 1.0259 -6.4911 -2.6464
H: -0.2438 -5.7264 -3.5424
H: -0.5484 -7.2078 -2.6468
H: -0.1208 -5.8871 -0.4174
H: -1.5806 -5.6430 -1.3224
H: -0.8550 -3.6431 -1.0005
C: -6.1085 -0.9533 1.1908
C: -4.8102 -0.3752 1.7389
C: -3.9399 -1.3209 2.5545
O: -4.6347 -1.7107 3.7348
C: -3.7725 -2.4446 4.6096
N: -4.0756 0.1372 0.5804
H: -5.9591 -1.8069 0.5297
H: -6.7144 -0.2031 0.6827
H: -6.6957 -1.3840 2.0019
H: -5.0583 0.5110 2.3231
H: -3.0201 -0.8001 2.8210
H: -3.5742 -2.1927 2.0121
H: -3.0200 -1.7928 5.0536
H: -3.2843 -3.2858 4.1175
H: -4.4053 -2.8553 5.3964
H: -4.1708 -0.5644 -0.1398
H: -3.1055 0.0494 0.8475
C: 2.2716 2.7319 -3.5528
C: 1.3210 2.3618 -2.4614
C: -0.1249 2.0774 -2.9784
O: -0.8394 1.8787 -1.7812
C: -2.2415 1.8684 -2.0073
N: 1.8473 1.2698 -1.5947
H: 3.1719 3.1453 -3.0982
H: 1.8891 3.3995 -4.3249
H: 2.5231 1.8151 -4.0859
H: 1.3514 3.1672 -1.7276
H: -0.1088 1.1935 -3.6161
H: -0.4328 2.9972 -3.4756
H: -2.6155 0.8593 -2.1802
H: -2.6716 2.4951 -2.7885
H: -2.7011 2.1699 -1.0661
H: 2.7635 1.5618 -1.2857
H: 2.2163 0.6360 -2.2891
C: 0.6782 4.2745 2.2797
C: 1.1141 3.1922 1.2840
C: 2.0924 2.1921 1.9242
O: 2.2488 1.0596 1.0366
C: 3.4086 0.2056 1.2911
N: -0.1030 2.4666 0.8311
H: 0.0422 5.0468 1.8471
H: 1.5319 4.7877 2.7223
H: 0.0673 3.9089 3.1050
H: 1.6451 3.5953 0.4216
H: 1.6469 1.7885 2.8334
H: 3.0465 2.6856 2.1094
H: 3.4587 -0.2631 2.2738
H: 4.3113 0.8119 1.2156
H: 3.5591 -0.6521 0.6355
H: -0.7848 3.1754 0.6009
H: -0.6399 2.1904 1.6408
C: -2.9537 6.1866 -1.1659
C: -1.7854 5.2377 -1.1143
C: -0.4430 5.8471 -1.4111
O: -0.5019 6.2180 -2.7903
C: 0.7423 6.7041 -3.1992
N: -1.8137 4.6311 0.1468
H: -3.0192 6.9709 -0.4118
H: -3.9032 5.6821 -0.9871
H: -3.0817 6.6136 -2.1606
H: -1.9125 4.3984 -1.7981
H: 0.3867 5.1567 -1.2591
H: -0.2813 6.6397 -0.6805
H: 0.6428 7.2968 -4.1085
H: 1.4598 5.8899 -3.3007
H: 1.1966 7.3642 -2.4603
H: -2.1243 5.2843 0.8518
H: -2.5432 3.9326 0.1476
C: 2.4931 -3.6740 0.9826
C: 3.1428 -3.1845 -0.3338
C: 3.5818 -4.3453 -1.1870
O: 4.3177 -5.3318 -0.4454
C: 4.9658 -6.2226 -1.3003
N: 2.1461 -2.5004 -1.0993
H: 3.1329 -4.3137 1.5905
H: 1.5614 -4.2099 0.8018
H: 2.2708 -2.8815 1.6972
H: 4.0598 -2.6016 -0.2469
H: 4.2009 -3.9431 -1.9888
H: 2.7469 -4.7900 -1.7286
H: 5.7403 -5.7652 -1.9160
H: 4.2776 -6.6938 -2.0020
H: 5.3411 -6.9434 -0.5739
H: 1.5753 -2.0358 -0.4076
H: 1.4814 -3.1942 -1.4106

Atoms 1-6, force components in eV/Å:
Fe 2.38 2.29 0.01
P -0.40 -2.38 -0.11
O 3.23 -3.79 4.61
O 2.28 3.68 0.65
O -0.77 -2.43 -6.49
O -6.77 1.66 4.12



Below is 13 unconnected molecules or ions with the total composition C36H103N5O21 at a distorted geometry, with properties calculated with ωB97M-V with the def2-TZVPD basis set.

Properties
Maximum force = 3.21 eV/A

Geometry (Å):
C: 2.8511 0.3354 2.0975
C: 3.0937 1.4128 3.1972
C: 4.0440 2.5064 2.6962
O: 4.0623 3.5902 3.6199
C: 5.0685 3.4069 4.6409
N: 1.6601 1.8895 3.5709
H: 2.1830 0.7729 1.2852
H: 2.4219 -0.5662 2.4275
H: 3.7628 -0.0066 1.6288
H: 3.4746 1.0083 4.1091
H: 3.5385 2.9761 1.8248
H: 5.0555 2.1396 2.4977
H: 6.0411 3.4922 4.1910
H: 4.9731 2.4169 5.1411
H: 4.8160 4.0914 5.4203
H: 1.2280 1.9983 2.6236
H: 1.8465 2.8496 3.9201
C: 2.6159 4.6392 -0.3351
C: 1.3269 5.2834 0.1422
C: 1.2101 6.6377 -0.4761
O: -0.0214 7.2010 -0.0255
C: -0.3683 8.3499 -0.6834
N: 0.1938 4.4807 -0.2849
H: 2.5988 4.6856 -1.4082
H: 2.6642 3.5786 -0.0892
H: 3.4496 5.2409 0.0266
H: 1.2328 5.3266 1.2164
H: 1.1974 6.5464 -1.5513
H: 1.9684 7.3618 -0.1963
H: 0.3652 9.1785 -0.5685
H: -1.2319 8.7137 -0.0982
H: -0.6635 8.2495 -1.7005
H: -0.6397 5.0646 -0.4952
H: 0.4674 4.1257 -1.1962
C: -4.4250 1.9116 -3.3475
C: -2.9847 1.7224 -2.9584
C: -2.5483 2.6238 -1.7945
O: -2.5653 4.0110 -2.1156
C: -3.2835 4.7922 -1.2138
N: -2.7585 0.3629 -2.5040
H: -4.7978 1.1524 -4.1116
H: -4.6668 2.8960 -3.7777
H: -4.9213 1.7464 -2.3922
H: -2.4005 1.9902 -3.8467
H: -1.5041 2.2738 -1.5175
H: -3.1084 2.3979 -0.8923
H: -3.5174 5.6885 -1.7052
H: -2.6952 4.9336 -0.3184
H: -4.1773 4.2207 -0.9298
H: -1.8155 0.0948 -2.4194
H: -3.3490 -0.2134 -3.0919
C: 0.2106 -2.1974 4.3604
C: 1.1680 -3.3231 4.8820
C: 0.3314 -4.5152 5.4573
O: 1.0896 -5.7012 5.5786
C: 1.7903 -5.7931 6.8123
N: 1.9798 -3.6993 3.6291
H: 0.7325 -1.3540 3.9612
H: -0.4283 -1.9757 5.1852
H: -0.4640 -2.5968 3.5810
H: 1.8417 -2.8607 5.6257
H: -0.4106 -4.8488 4.7593
H: -0.1832 -4.2601 6.3925
H: 1.0987 -6.1914 7.5541
H: 2.0981 -4.7589 7.0213
H: 2.6925 -6.4331 6.7467
H: 2.3083 -2.8880 3.1764
H: 2.7268 -4.3133 3.7992
C: 0.0076 -1.9083 1.1947
C: -0.1641 -1.5925 -0.2757
C: 0.7754 -0.5892 -0.7668
O: 0.4884 -0.3619 -2.1290
C: 1.2307 0.7453 -2.6730
N: -0.1030 -2.8312 -1.0377
H: 1.0305 -2.2854 1.3625
H: -0.6956 -2.7457 1.4729
H: -0.1651 -1.1033 1.8868
H: -1.1973 -1.1938 -0.3644
H: 1.8841 -0.8690 -0.6217
H: 0.6124 0.3207 -0.1465
H: 2.2872 0.6086 -2.3901
H: 0.8624 1.6628 -2.2619
H: 1.1722 0.6855 -3.7369
H: -0.2457 -2.7749 -2.0391
H: 0.7802 -3.2625 -0.8870
C: 0.6786 4.9724 -4.1772
C: 1.8353 5.7397 -4.7236
O: 2.5778 5.0383 -5.6791
O: 1.0796 3.8389 -3.3911
H: 0.0306 4.6319 -4.9873
H: 0.0829 5.5939 -3.5192
H: 2.4301 6.0843 -3.8469
H: 1.5961 6.6789 -5.1407
H: 3.0549 4.2531 -5.3001
H: 1.2443 3.1274 -4.0794
C: 1.3472 1.5032 -6.5700
C: 2.7379 1.8160 -7.1298
O: 3.6413 2.3311 -6.1344
O: 0.7588 2.6192 -6.0458
H: 1.6176 0.8485 -5.7221
H: 0.8442 0.9395 -7.4239
H: 2.6350 2.5462 -7.8960
H: 3.0923 0.8624 -7.6298
H: 4.4243 2.6275 -6.5824
H: 1.0985 3.4647 -6.4874
C: -1.1810 -3.1527 -5.2176
C: -0.4458 -1.8909 -5.0091
O: 0.9603 -2.0363 -5.0206
O: -1.1288 -3.9327 -3.9973
H: -0.8045 -3.6879 -6.0977
H: -2.2440 -2.8874 -5.4532
H: -0.8558 -1.3614 -4.1014
H: -0.7014 -1.1639 -5.7769
H: 1.1100 -1.9729 -4.0610
H: -0.6416 -4.7493 -4.2138
C: 3.3384 -5.2260 -0.6677
C: 2.7632 -5.0079 0.7230
O: 2.6945 -6.3588 1.2286
O: 2.4422 -6.0343 -1.4748
H: 4.3935 -5.6848 -0.5129
H: 3.4415 -4.2768 -1.1852
H: 1.7875 -4.6204 0.6156
H: 3.4151 -4.3481 1.4084
H: 2.0989 -6.5311 1.9469
H: 2.2891 -6.8398 -0.9321
C: -3.5366 -1.6460 4.4325
C: -4.9554 -1.7091 4.9166
O: -5.3388 -2.9965 5.4496
O: -3.2244 -2.8007 3.6934
H: -2.8546 -1.6567 5.3189
H: -3.3696 -0.7333 3.9005
H: -5.6658 -1.4297 4.1184
H: -5.0182 -0.9616 5.6941
H: -4.6882 -3.5912 5.1385
H: -3.4938 -2.7126 2.7977
C: -1.4092 1.7243 1.4524
C: -1.6693 1.3971 2.8681
O: -0.7680 0.4839 3.4554
O: -0.0820 2.1800 1.2707
H: -2.1101 2.5039 1.0771
H: -1.6990 0.8187 0.8081
H: -2.6239 0.8607 2.7856
H: -1.7147 2.3004 3.4902
H: -0.0308 1.0779 3.7645
H: -0.0753 3.0405 0.8254
C: -1.4314 -7.0582 0.3911
C: -1.3834 -5.6213 0.7855
O: -1.9092 -4.7674 -0.2224
O: -0.7985 -7.8352 1.4323
H: -0.8915 -7.0909 -0.6093
H: -2.4714 -7.3703 0.2132
H: -0.3647 -5.3381 1.0654
H: -1.8730 -5.4084 1.7645
H: -1.3376 -4.0022 -0.4286
H: -0.4947 -8.6880 1.1055
C: -3.9385 -0.9549 0.8613
C: -4.3449 -2.2851 0.1772
O: -4.0489 -3.4049 1.0554
O: -4.1097 0.2069 0.1131
H: -2.8916 -1.1058 1.1490
H: -4.5381 -0.8712 1.7679
H: -3.9349 -2.4574 -0.8197
H: -5.4570 -2.3178 -0.0444
H: -3.3881 -3.9817 0.6339
H: -3.7136 0.0710 -0.7251

Atoms 1-6, force components in eV/Å:
C 0.35 1.83 -0.86
C -2.03 -0.82 -0.68
C -1.95 0.91 0.03
O 0.97 -0.33 0.73
C -1.63 -1.22 -0.33
N 2.44 1.07 -1.34



Calculated E_tot (eV), listed in the same order as above: -105051.2212; -124933.9911; -89443.2330